[1]
Here is a cluster of 2 separate species, C9H10IN in total in a non-equilibrium geometry from the Open Molecules 2025 dataset. Energies are from the ωB97M-V functional and the def2-TZVPD basis.

The calculation puts the gap between HOMO and LUMO at 0.3290 Eh. As for the molar mass: 259.1 g/mol. Its LUMO energy is 0.32 eV. The calculation puts the HOMO energy at -8.638 eV. The net charge is 0. As for the energy relative to the best compared isomer or geometry (same formula, charge and spin): 73.15 kcal/mol.

```
21
Properties=species:S:1:pos:R:3:forces:R:3:mulliken_charge:R:1
H 1.329 -0.677 -0.217 0.5 -0.3 -0.4 0.374
H -2.997 -1.835 -0.457 0.1 0.3 -0.2 0.451
H 0.393 -4.297 -0.111 0.9 -0.7 1.1 0.282
H -1.082 -3.028 1.237 0.1 -0.7 -0.3 0.228
H 0.755 2.658 2.234 0.4 -0.3 -0.8 0.217
C 1.265 0.389 -0.114 1.0 0.6 0.3 -0.095
H 1.822 0.484 2.002 -0.2 0.0 -0.3 0.365
N -1.463 -0.734 0.581 -0.7 -0.7 -0.4 -0.394
C 1.044 1.249 -1.205 0.6 -1.8 -2.1 -0.431
C -1.069 -2.831 0.156 1.5 -2.4 0.7 -0.113
C 0.911 2.275 1.194 0.3 -0.1 4.5 0.017
C 0.305 2.976 0.230 -1.1 -0.4 0.4 -0.548
H -0.500 3.637 0.560 0.8 0.6 -0.6 0.363
C -2.020 -1.729 0.014 2.3 -1.3 -0.1 -0.085
H 0.207 -3.371 -1.620 -0.8 0.4 1.2 0.242
I -2.447 0.799 -0.080 -1.7 3.4 -0.2 0.112
C 1.466 0.993 1.108 -1.0 0.1 -0.4 -0.654
H 0.270 3.217 -1.735 -0.5 0.7 -2.5 0.510
H 1.397 0.799 -2.201 -1.2 1.0 1.3 0.255
C 0.492 2.489 -1.043 0.7 0.0 0.5 -0.367
C -0.079 -3.464 -0.532 -2.1 1.5 -1.7 -0.728
```
Forces are in eV/Å.



[2]
Here is a cluster of 15 separate species, C25H80N20O15 in total in a non-equilibrium geometry from the Open Molecules 2025 dataset. Energies are from the ωB97M-V functional and the def2-TZVPD basis.

The calculation puts the gap between HOMO and LUMO at 0.3527 Eh. As for the molar mass: 901.0 g/mol. Its LUMO energy is 0.18 eV. The calculation puts the HOMO energy at -9.415 eV. The net charge is 0. As for the energy relative to the best compared isomer or geometry (same formula, charge and spin): 0.00 kcal/mol.

```
140
Properties=species:S:1:pos:R:3:forces:R:3:mulliken_charge:R:1
C -2.455 -1.577 -4.825 -1.1 -0.9 -2.6 0.431
N 2.060 3.776 1.564 -1.2 -0.6 1.2 0.309
H 3.672 -0.917 4.240 -0.2 0.1 0.1 0.395
N -2.562 0.986 -1.508 -0.4 -0.7 1.2 1.171
H -4.778 -0.641 -1.815 -0.1 0.2 0.1 0.010
C 2.699 4.685 0.842 -0.9 -1.6 0.0 0.669
H 1.050 1.323 0.526 0.4 -0.4 0.1 -0.195
O -4.510 -5.620 2.664 -0.1 -0.4 -0.1 -0.732
H 2.318 -1.394 3.147 -0.4 0.8 0.2 0.150
H -1.325 -4.702 1.421 0.2 0.0 0.0 0.075
C 5.280 0.729 -2.163 -0.8 0.9 0.9 1.117
N 1.516 -3.284 -2.124 -1.6 -1.1 -0.8 -0.184
N -4.599 -1.418 5.267 -1.7 -0.8 0.9 -0.450
N 1.896 5.406 -2.718 1.8 2.7 -0.5 -0.362
H 1.541 -5.085 3.899 -0.2 -0.5 -0.4 0.419
O 2.774 1.410 3.138 -1.1 0.2 -0.2 -0.498
H 3.467 1.753 -3.030 0.2 0.1 -0.1 0.179
H 1.051 -4.157 -1.929 0.0 0.1 -0.3 0.227
H -4.201 -1.968 6.008 -0.3 0.1 0.0 0.151
H -2.262 1.679 3.396 0.0 0.0 -0.2 0.090
H -1.403 -2.107 -3.254 0.4 0.4 0.1 -0.011
H 1.852 5.864 -1.821 0.5 0.1 0.0 0.144
O -2.571 -2.686 -5.361 0.0 0.8 0.9 -0.724
H -4.184 -2.817 1.286 -0.2 0.3 0.4 -0.105
H 1.083 3.939 1.765 -0.1 -0.1 -0.2 -0.147
O -3.211 2.616 -2.961 -0.7 0.7 -0.1 -0.781
C -0.723 2.219 4.537 0.8 -2.0 0.6 0.626
H 3.096 0.205 1.470 -0.1 0.7 -0.1 -0.589
C 0.808 -4.461 1.899 -0.6 0.0 0.9 2.587
C 1.693 0.009 -4.196 -0.7 0.2 0.3 -0.128
C -3.873 -0.794 4.343 -1.1 0.6 0.2 0.885
H -3.441 -5.960 0.555 0.0 0.2 -0.6 0.220
H 3.221 1.535 3.981 -0.2 0.1 0.2 0.255
C -6.078 -1.116 -0.110 -0.1 -0.3 -0.6 -1.666
C 1.655 -4.304 3.142 0.2 -0.1 0.9 -1.598
H -2.033 -0.678 1.483 0.2 0.6 0.4 0.612
O 3.193 -1.924 -1.814 1.4 0.8 -0.3 -0.564
N -1.677 -1.299 -3.788 1.1 -0.9 1.6 0.047
H -1.549 -2.143 0.957 0.7 -0.4 -0.3 -0.103
H -1.422 3.056 2.763 -0.1 0.0 0.2 0.362
H 0.519 -0.676 -1.297 0.3 0.1 -0.1 -1.010
C 4.917 0.985 2.432 0.4 -1.1 -1.2 -1.264
N 0.829 3.853 -1.727 -1.8 -2.6 3.3 0.852
H -6.921 -0.502 -0.433 0.4 0.5 -0.3 0.431
H 3.849 -3.480 -0.021 -0.2 0.0 0.0 0.248
C 2.654 -2.972 -1.519 -0.8 1.2 0.4 0.393
O 1.291 -0.047 -3.038 -0.3 0.0 1.0 -0.287
N -0.860 5.840 -0.073 0.0 -0.4 1.1 -0.400
H -0.808 -5.641 2.844 0.4 -0.3 -0.3 0.580
H 2.516 5.759 -3.429 -0.3 0.0 0.0 0.250
N -4.357 -3.453 2.051 -0.5 1.2 0.8 0.071
O -4.011 -2.118 -0.626 1.1 -0.6 1.5 -0.001
H -1.757 0.384 -1.378 -0.5 -0.5 1.0 -0.758
H -0.521 1.087 -2.518 0.8 0.2 -0.6 -0.615
H -3.812 -0.525 -5.958 0.1 0.3 0.2 0.229
O 2.126 5.645 0.351 -0.1 1.5 -0.4 -0.746
C -0.064 -0.560 0.602 1.8 0.4 0.2 1.372
H -0.804 -1.553 2.422 0.3 0.3 0.0 0.314
H -0.871 2.305 -3.767 0.4 -0.1 0.2 0.133
H 4.368 -0.893 -2.472 0.1 -0.5 0.0 0.571
O 1.145 3.693 -3.954 0.2 -0.8 -0.3 -0.814
H 2.515 2.952 1.935 -0.3 0.0 0.2 -0.122
N -1.142 1.730 -2.984 1.1 0.2 -0.8 0.625
C -5.111 -1.517 -1.254 -1.1 0.3 0.1 1.079
H -0.585 1.580 0.673 -0.6 -0.4 0.1 0.108
H -5.007 -2.593 -3.084 0.3 -0.3 0.1 0.322
H -3.464 0.816 -1.098 0.2 0.0 -0.1 0.139
H -6.554 -2.023 -2.764 -0.3 0.0 0.3 0.405
C 3.506 0.392 2.463 0.1 -0.4 1.1 1.559
N 3.946 4.313 0.562 1.2 1.3 -0.8 -0.236
O 1.273 -5.528 1.097 0.6 0.1 -0.2 -0.655
C -1.106 -1.256 1.418 -1.8 -0.3 -0.3 -0.815
H 0.384 3.628 3.764 0.4 0.7 0.6 0.159
H 3.879 -1.718 2.702 0.5 0.1 0.0 0.413
H 1.097 4.339 -0.885 -0.1 -0.2 0.1 -0.214
O -0.673 1.269 5.326 -1.0 0.1 0.1 -0.725
H -3.184 -2.184 -1.110 -0.3 0.4 -0.7 -0.013
H 5.594 0.546 -1.129 -0.1 0.1 0.4 -0.169
H 6.205 1.874 -3.792 -0.1 -0.4 -0.1 0.377
N -2.407 4.206 -0.243 -0.6 -1.2 0.6 -0.282
H -4.588 -3.171 2.989 -0.2 0.3 -0.3 0.044
H -1.126 6.156 -0.989 0.2 0.1 0.2 0.195
H 3.167 0.958 -1.487 0.0 -0.4 -0.2 0.077
H 0.882 -1.107 0.669 0.2 -0.1 0.7 -0.450
N -1.449 2.277 3.413 -1.6 -0.8 -0.3 -0.086
H 1.326 -3.433 3.711 0.3 0.3 -0.3 0.319
N 2.472 -0.932 -4.726 0.6 -1.1 -0.4 -0.269
C -4.269 -4.766 1.822 0.3 0.7 1.9 0.584
C 6.345 1.626 -2.738 0.8 0.4 -0.5 -1.665
C -1.402 4.708 0.462 0.8 1.4 -0.5 0.384
H 1.090 1.916 -4.740 0.0 0.0 0.6 0.236
N 1.298 0.971 -5.033 -0.3 1.1 -1.6 -0.317
H 4.340 3.494 0.987 0.4 0.4 -0.2 0.007
H 2.958 -0.764 -5.591 0.1 -0.2 0.2 0.204
H -3.429 -4.287 -0.002 -0.2 -0.1 0.1 0.149
H 2.770 -1.663 -4.100 0.3 0.1 -0.1 0.192
H 0.690 3.280 5.491 0.3 -0.1 -0.4 0.256
H 1.219 -2.678 -2.872 -0.2 -0.1 0.1 0.073
H 4.435 5.084 0.133 0.8 -0.7 0.0 0.229
N 3.012 -3.757 -0.508 0.9 -0.8 1.1 -0.414
C -2.380 1.856 -2.500 -0.9 0.4 -0.4 0.124
O -0.994 4.187 1.516 0.1 0.5 -0.4 -0.693
C 3.306 -0.939 3.213 1.1 -0.6 -0.8 -1.493
H -0.099 6.227 0.465 0.2 0.2 -0.5 0.225
H 0.307 2.993 -1.662 0.0 0.1 0.0 -0.523
H 1.340 -6.192 1.792 0.3 -0.7 -0.6 0.406
H 2.293 -4.241 0.012 0.4 -0.5 -0.1 0.018
H -2.735 3.360 0.198 -0.5 -0.1 -0.8 0.175
C 3.920 1.483 -2.077 0.7 -0.2 0.7 -0.759
C 0.183 0.889 1.030 0.0 0.6 -0.5 -0.697
H 1.461 0.870 -6.022 0.2 0.0 0.1 0.161
H 0.875 -3.476 1.431 0.0 -0.3 -0.9 -1.364
H -2.136 -0.992 5.478 -0.3 0.2 0.0 0.173
H 0.265 1.076 2.099 0.1 -0.4 0.0 0.232
H -2.004 -0.384 3.890 0.1 0.1 0.4 -0.400
H -2.691 4.520 -1.156 -0.1 -0.3 0.1 0.195
N -3.068 -0.446 -5.286 0.3 -0.2 0.2 -0.320
H 2.718 -4.263 2.902 0.0 0.3 0.0 0.386
H -2.899 0.330 -4.667 -0.9 0.6 -0.6 0.157
H 7.350 1.225 -2.592 -0.1 -0.4 -0.3 0.422
C 1.318 4.229 -2.857 -0.3 0.5 -2.6 0.427
H -5.966 -3.456 -1.857 0.0 0.1 0.2 0.296
H -5.582 -1.211 5.189 0.0 -0.4 0.4 0.260
C -5.703 -2.475 -2.250 -0.2 0.3 -1.2 -1.552
C -0.623 -4.744 2.251 -0.7 1.2 1.1 -1.220
H 6.430 2.604 -2.260 -0.5 0.0 0.4 0.353
H 4.849 2.033 2.145 0.0 0.1 0.4 0.284
N -3.748 -5.002 0.628 0.7 -2.2 -2.0 -0.286
H -5.528 -0.632 0.697 -0.1 0.0 0.1 0.329
N 0.141 3.217 4.651 0.9 1.9 -0.1 -0.358
H -0.858 -3.945 2.959 -0.7 0.1 -0.1 0.163
H 5.537 0.549 1.646 0.1 -0.3 0.1 0.283
H 4.135 2.366 -1.470 -0.1 0.4 -0.3 0.362
O -4.425 -0.224 3.410 0.3 0.2 -0.9 -0.688
O -0.302 -0.607 -0.794 -1.3 -0.1 -0.7 0.915
H -1.532 -0.352 -3.475 0.2 -0.3 0.1 0.275
O 5.205 -0.519 -2.780 0.2 0.3 -0.8 -0.596
H -6.628 -1.979 0.270 0.6 -0.4 0.2 0.387
N -2.585 -0.805 4.598 2.8 0.1 -1.0 -0.012
H 5.449 0.864 3.375 -0.1 0.2 0.1 0.402
```
Forces are in eV/Å.



[3]
Here is a structure of composition C5H12 in a non-equilibrium geometry from the Open Molecules 2025 dataset. Energies are from the ωB97M-V functional and the def2-TZVPD basis.

The calculation puts the gap between HOMO and LUMO at 0.3079 Eh. As for the molar mass: 72.2 g/mol. Its LUMO energy is 0.29 eV. The calculation puts the HOMO energy at -8.088 eV. The net charge is 0. As for the energy relative to the best compared isomer or geometry (same formula, charge and spin): 139.48 kcal/mol.

```
17
Properties=species:S:1:pos:R:3:forces:R:3:mulliken_charge:R:1
H 0.086 -0.156 1.723 0.2 -1.0 -0.5 0.210
C 1.715 -0.819 -0.749 4.4 0.0 2.7 -1.102
C -0.715 0.499 1.967 -0.6 2.2 -1.3 -0.766
H -0.224 -1.695 -1.589 0.7 1.0 0.7 0.254
C 0.095 -0.639 -1.770 -1.2 3.2 1.0 -0.556
H 1.463 -1.676 -0.051 0.4 0.8 -1.2 0.323
H -0.177 1.444 2.025 0.0 0.1 0.9 0.242
H -1.524 -0.036 0.059 -1.1 0.6 0.7 0.109
C 0.590 0.314 -0.763 1.1 -3.7 -4.5 0.016
H 1.111 1.258 -1.135 -1.5 -0.9 0.1 0.158
H -2.777 0.725 1.129 -0.3 0.2 0.0 0.348
H -1.163 0.220 2.899 -0.3 0.0 0.5 0.351
H -1.527 1.656 0.221 0.0 0.7 0.2 0.276
H 2.703 -0.317 -0.205 -2.3 -0.9 -1.1 0.287
H -0.158 -0.434 -2.821 0.2 0.5 0.1 0.266
C -1.752 0.777 0.795 1.3 -2.7 0.2 -0.715
H 2.252 -1.123 -1.735 -1.0 0.0 1.5 0.299
```
Forces are in eV/Å.



[4]
Here is a structure of composition C21H16DyN5O7S2 in a non-equilibrium geometry from the Open Molecules 2025 dataset. Energies are from the ωB97M-V functional and the def2-TZVPD basis.

The calculation puts the gap between HOMO and LUMO (spin up / spin down) at 0.2706 / 0.2703 Eh. As for the molar mass: 677.0 g/mol. As for the spin multiplicity: 6. Its LUMO energy (spin up / spin down) is -1.41 / -1.41 eV. The calculation puts the HOMO energy (spin up / spin down) at -8.773 / -8.764 eV. The net charge is 0.

```
52
Properties=species:S:1:pos:R:3:forces:R:3:mulliken_charge:R:1
S -3.072 -0.924 0.392 -1.4 0.0 0.0 2.622
N 0.362 -0.504 2.806 0.1 0.0 -0.1 0.010
C -9.059 -1.412 -0.138 0.1 0.0 0.0 -1.431
N 4.292 0.312 5.743 -0.5 -1.0 0.1 0.936
H -0.762 -0.286 5.944 0.0 0.0 0.0 0.448
C 4.733 -0.001 0.903 0.1 0.0 0.1 -0.494
C -2.633 1.468 -0.487 0.1 -0.3 0.0 -0.210
H -9.439 -2.257 0.440 0.0 0.0 0.0 0.292
C -4.810 -1.105 0.294 -0.1 -0.1 -0.1 -0.034
C 2.787 -0.361 -0.410 0.0 0.0 0.0 0.071
C 2.549 -0.268 1.871 -0.2 0.0 0.0 -0.369
H 5.504 0.238 3.506 0.0 0.0 0.0 0.549
S 0.332 -3.226 -0.652 0.3 -0.2 -0.2 0.264
H -5.196 0.399 1.775 0.0 0.0 0.0 0.440
N 0.198 -2.005 -1.471 0.3 -0.5 -0.5 -0.344
O -0.392 1.351 0.390 -0.3 0.7 -0.2 -0.483
C 4.441 0.102 3.362 0.3 0.0 -0.3 -0.771
H -3.360 1.708 0.293 -0.1 0.0 0.0 0.164
O 3.591 0.662 6.671 0.3 0.4 0.0 -0.605
Dy -0.487 -0.792 0.411 1.3 1.0 0.6 -0.105
H 1.631 0.081 6.391 0.0 0.0 0.0 0.546
C 2.201 -0.085 4.314 0.1 0.0 0.2 0.472
O 5.460 0.009 5.840 0.1 0.3 -0.2 -0.567
O 0.311 -2.936 0.831 0.2 -0.9 0.1 -0.419
C -7.005 -0.391 0.909 0.0 0.0 0.0 -0.927
C -0.469 -0.498 3.825 0.0 0.0 0.0 -0.147
H -9.563 -0.513 0.215 0.0 0.0 0.0 0.362
H 5.798 0.167 1.020 0.0 0.0 0.0 0.458
H -9.338 -1.575 -1.180 0.0 0.0 0.0 0.373
C -1.322 2.157 -0.079 0.3 -0.3 0.1 0.425
C 4.169 -0.147 -0.331 0.0 0.0 -0.1 -1.129
O -1.226 3.355 -0.211 0.1 0.1 0.1 -0.701
H -4.675 -2.640 -1.202 0.0 0.0 0.0 0.443
C -0.041 -0.291 5.138 -0.1 0.0 0.0 -1.073
C -5.338 -2.016 -0.616 0.0 0.1 0.1 -0.494
C 1.285 -0.088 5.386 0.0 0.0 0.1 -0.499
C 3.631 0.098 4.426 -0.1 0.3 0.3 -0.035
H 2.304 -0.493 -1.370 0.0 0.0 0.0 0.515
H -1.513 -0.660 3.595 -0.1 0.0 0.0 0.571
C -5.630 -0.292 1.062 0.0 0.0 0.0 -0.337
C -6.712 -2.104 -0.746 0.0 0.0 0.0 -0.832
C -7.563 -1.294 0.009 -0.1 0.0 0.0 1.005
H -2.963 1.947 -1.404 -0.1 -0.1 -0.1 0.383
N -2.471 0.008 -0.692 -0.3 0.5 0.1 -0.527
C 1.678 -0.295 3.030 -0.1 0.0 -0.1 0.346
C 3.914 -0.058 2.044 0.2 0.0 0.1 0.774
H -7.137 -2.814 -1.448 0.0 0.1 0.0 0.362
H 4.759 -0.099 -1.237 0.0 0.0 0.0 0.409
N 2.004 -0.427 0.648 0.1 0.0 0.0 0.259
H -7.655 0.242 1.503 0.0 0.0 0.0 0.327
O -2.742 -0.433 1.739 -0.1 0.0 0.2 -0.565
O -2.425 -2.226 0.165 -0.4 0.0 -0.1 -0.730
```
Forces are in eV/Å.